i) A single C4H9FS molecule, computed with the ωB97M-V functional and the def2-TZVPD basis.

Structure (XYZ):
```
15
Properties=species:S:1:pos:R:3:nbo_charge:R:1
C -0.719 0.357 0.455 -0.589
H -0.950 1.592 -1.402 0.163
H -1.680 0.737 0.839 0.229
H -0.589 -1.985 1.978 0.216
H -0.641 -3.220 0.803 0.232
H 0.787 -2.204 1.093 0.210
H 0.082 0.272 1.320 0.224
S -0.846 -1.286 -0.249 0.219
F -0.172 2.684 0.065 -0.371
H 1.352 1.718 -2.033 0.213
C -0.278 -2.284 1.048 -0.746
H 1.909 1.102 -0.574 0.205
H 0.919 0.035 -1.521 0.223
C 1.105 1.046 -1.263 -0.646
C -0.281 1.436 -0.557 0.217
```

Summary:
E_HOMO (eV): -8.667
SMILES: CSC[C@H](C)F

ii) A single C4H9FS molecule, computed with the ωB97M-V functional and the def2-TZVPD basis.

Structure (XYZ):
```
15
Properties=species:S:1:pos:R:3:nbo_charge:R:1
C -2.475 -0.399 -0.456 -0.621
H -1.124 0.219 1.188 0.204
C 1.395 1.002 0.112 -0.581
H -0.636 -1.134 0.287 0.199
H -3.046 0.542 -0.665 0.218
H -3.214 -0.898 0.216 0.216
H 1.609 -1.016 0.710 0.150
C 2.245 -0.261 0.183 0.047
H 1.164 1.401 1.102 0.220
H -2.306 -1.060 -1.309 0.218
C -1.089 -0.179 0.192 -0.539
S -0.078 0.816 -0.899 0.225
H 3.137 -0.135 0.801 0.168
F 2.492 -0.698 -1.086 -0.352
H 1.926 1.799 -0.374 0.229
```

Summary:
E_HOMO (eV): -8.606
SMILES: CCSCCF

Going by the energies, ii) is most stable and the next is 32.4 kJ/mol up.